## a
Computed, not measured: a cluster of 2 separate species, C2H4N3O in total, with wB97M-V/def2-TZVPD.

The net charge is +1. As for the orbital gap (alpha / beta): 11.09 / 6.23 eV. The calculation puts the highest occupied orbital energy (alpha / beta) at -15.01 / -16.04 eV. The multiplicity is 3. As for the LUMO energy (alpha / beta): -3.92 / -9.81 eV.

```
10
Properties=species:S:1:pos:R:3:mulliken_charge:R:1
C -3.071 -0.132 0.029 -0.1241
C -0.684 0.220 -0.102 0.5566
N -4.173 -0.272 0.212 0.0200
N -0.245 -0.951 -0.206 0.0264
N -0.395 1.467 -0.067 -0.3142
O 1.108 -1.284 -0.001 -0.3597
H -0.816 -1.711 -0.388 0.2727
H -1.256 2.158 -0.063 0.3140
H 0.353 2.065 -0.130 0.2292
H 1.173 -2.198 0.368 0.3791
```



## b
Computed, not measured: a cluster of 2 separate species, C2H4N3O in total, with wB97M-V/def2-TZVPD.

The net charge is +1. As for the orbital gap (alpha / beta): 8.06 / 6.01 eV. The calculation puts the highest occupied orbital energy (alpha / beta) at -12.24 / -16.14 eV. The multiplicity is 3. As for the LUMO energy (alpha / beta): -4.18 / -10.12 eV.

```
10
Properties=species:S:1:pos:R:3:mulliken_charge:R:1
C 0.291 0.417 1.698 0.0350
C 0.016 -0.174 -0.700 -0.5439
N -1.950 0.961 2.215 -0.3103
N -2.875 1.579 2.076 0.8097
N 0.231 0.072 0.594 0.0580
O -3.820 2.202 2.124 -0.4385
H 0.725 0.373 2.673 0.3993
H 1.014 -0.714 -0.901 0.3288
H -0.811 -0.979 -0.668 0.3386
H -0.109 0.658 -1.482 0.3234
```



In terms of stability, a leads; the second structure lies 0.0245 hartree higher.



## a
Computed, not measured: a cluster of 2 separate species, C2H9NS2 in total, with wB97M-V/def2-TZVPD.

As for the orbital gap: 8.80 eV. The calculation puts the highest occupied orbital energy at -8.15 eV. As for the LUMO energy: 0.65 eV.

```
14
Properties=species:S:1:pos:R:3:mulliken_charge:R:1
C -2.399 0.870 0.956 -0.7732
N -1.178 0.077 0.973 -0.3869
H -3.104 0.678 1.773 0.2546
H -2.978 0.604 0.071 0.2679
H -2.124 1.919 0.864 0.2812
H -0.534 0.420 1.670 0.2100
H -1.320 -0.914 1.104 0.1679
C 1.667 -1.352 -1.106 -0.7607
S 1.957 -0.163 0.233 -0.0332
S 3.049 1.297 -0.752 -0.1981
H 0.784 -1.930 -0.861 0.2309
H 2.516 -2.032 -1.109 0.2986
H 1.497 -0.863 -2.060 0.2990
H 2.168 1.389 -1.756 0.1421
```



## b
Computed, not measured: a cluster of 2 separate species, C2H9NS2 in total, with wB97M-V/def2-TZVPD.

As for the orbital gap: 9.33 eV. The calculation puts the highest occupied orbital energy at -9.17 eV. As for the LUMO energy: 0.16 eV.

```
14
Properties=species:S:1:pos:R:3:mulliken_charge:R:1
S -0.339 0.773 2.929 -0.1519
S -1.010 2.555 2.138 -0.1532
H 0.735 0.281 2.303 0.1276
H -0.012 3.327 2.585 0.1782
C -0.411 -1.599 -1.236 -1.0244
C 0.599 -0.474 -1.321 -0.2962
N 0.262 0.700 -0.481 -0.5088
H -1.447 -1.230 -1.246 0.2937
H -0.356 -2.347 -2.028 0.3324
H -0.286 -2.181 -0.334 0.2673
H 1.585 -0.810 -0.988 0.2773
H 0.796 -0.174 -2.342 0.2601
H 0.640 0.477 0.427 0.1407
H -0.755 0.701 -0.406 0.2572
```



In terms of stability, a leads; the second structure lies 0.0030 hartree higher.



## a
Computed, not measured: a cluster of 2 separate species, C2H9NS2 in total, with wB97M-V/def2-TZVPD.

As for the orbital gap: 9.07 eV. The calculation puts the highest occupied orbital energy at -8.71 eV. As for the LUMO energy: 0.37 eV.

```
14
Properties=species:S:1:pos:R:3:mulliken_charge:R:1
C -0.278 -0.938 -2.126 -0.8484
N 0.253 -0.818 -0.778 -0.2964
C 0.820 0.503 -0.524 -0.8031
H -1.053 -0.197 -2.319 0.2811
H 0.484 -0.797 -2.910 0.3104
H -0.699 -1.936 -2.238 0.2985
H 0.964 -1.525 -0.657 0.2281
H 1.418 0.879 -1.368 0.3227
H 1.431 0.490 0.374 0.2585
H -0.008 1.201 -0.394 0.2792
S 0.265 0.622 3.282 -0.1835
S -1.626 0.761 2.424 -0.1876
H -0.054 -0.216 4.290 0.1645
H -1.916 1.972 2.944 0.1760
```



## b
Computed, not measured: a cluster of 2 separate species, C2H9NS2 in total, with wB97M-V/def2-TZVPD.

As for the orbital gap: 9.31 eV. The calculation puts the highest occupied orbital energy at -9.31 eV. As for the LUMO energy: 0.00 eV.

```
14
Properties=species:S:1:pos:R:3:mulliken_charge:R:1
S -2.613 -2.251 0.046 -0.1424
S -1.605 -1.802 -1.791 -0.2137
H -1.498 -2.077 0.812 0.1595
H -2.145 -0.571 -1.853 0.1967
C 0.671 0.242 1.341 -1.2404
C 0.759 0.362 -0.190 0.1567
N 1.322 1.677 -0.657 -0.6137
H 1.383 0.668 2.003 0.4044
H 0.713 -0.780 1.612 0.3241
H -0.317 0.663 1.698 0.2780
H -0.292 0.144 -0.553 0.0065
H 1.593 -0.371 -0.504 0.2750
H 0.815 2.381 -0.326 0.1933
H 1.211 1.715 -1.639 0.2161
```



In terms of stability, a leads; the second structure lies 0.0164 hartree higher.



## a
Computed, not measured: the ion C3H9NS2 with charge -1, with wB97M-V/def2-TZVPD.

The net charge is -1. As for the orbital gap (alpha / beta): 4.63 / 7.06 eV. The calculation puts the highest occupied orbital energy (alpha / beta) at -0.67 / -3.35 eV. The multiplicity is 2. As for the LUMO energy (alpha / beta): 3.96 / 3.71 eV.

```
15
Properties=species:S:1:pos:R:3:mulliken_charge:R:1
N -1.167 1.758 -0.725 -0.6206
C -1.097 0.862 0.438 0.6376
C -1.618 1.667 1.669 -1.3464
C 0.372 0.599 0.789 -1.2804
S 1.304 -0.148 -0.640 -0.3735
S 0.612 -2.351 -0.458 -0.5086
H -1.745 1.369 -1.432 0.2018
H -0.235 1.956 -1.061 0.2371
H -1.667 -0.053 0.289 0.2326
H -2.672 1.408 1.812 0.3401
H -1.047 1.479 2.577 0.3278
H -1.469 2.731 1.550 0.3597
H 0.928 1.524 0.912 0.3589
H 0.471 -0.139 1.582 0.4332
H -0.727 -2.256 -0.603 0.0006
```



## b
Computed, not measured: a cluster of 2 separate species, C3H9NS2 in total, with wB97M-V/def2-TZVPD.

The net charge is -1. As for the orbital gap (alpha / beta): 5.06 / 6.67 eV. The calculation puts the highest occupied orbital energy (alpha / beta) at -1.10 / -3.01 eV. The multiplicity is 2. As for the LUMO energy (alpha / beta): 3.96 / 3.66 eV.

```
15
Properties=species:S:1:pos:R:3:mulliken_charge:R:1
C -0.132 2.722 -0.827 -0.7913
S 1.045 1.436 -0.301 -0.3731
S 0.736 1.665 2.104 -0.5432
H -1.063 2.522 -0.308 0.2332
H 0.293 3.726 -0.749 0.2727
H -0.341 2.562 -1.891 0.2351
H 0.647 0.339 2.172 -0.0249
C 0.676 -2.047 -0.893 -0.7566
C -0.411 -1.615 -0.275 0.1222
N -0.938 -2.053 0.952 -0.6231
H 1.155 -2.919 -0.482 0.2061
H 1.022 -1.581 -1.799 0.2522
H -1.147 -0.942 -0.676 0.2672
H -0.280 -2.577 1.510 0.2354
H -1.261 -1.239 1.460 0.2881
```



In terms of stability, a leads; the second structure lies 0.0207 hartree higher.



## a
Computed, not measured: the molecule C9H15NSi, with wB97M-V/def2-TZVPD.

As for the orbital gap: 9.36 eV. The calculation puts the highest occupied orbital energy at -8.47 eV. As for the LUMO energy: 0.90 eV.

```
26
Properties=species:S:1:pos:R:3:mulliken_charge:R:1
C 3.150 0.813 -0.280 -0.3923
C 3.213 -0.484 -0.818 -0.4866
C 2.180 1.174 0.734 -0.8176
C 2.314 -1.511 -0.401 -0.2594
C 1.310 0.103 1.013 -0.0776
C 1.288 -1.166 0.470 0.5336
C -1.070 1.186 -1.313 -0.7546
C -2.303 1.078 0.819 -1.3765
C 0.089 -2.009 0.824 -0.9290
N -1.635 0.359 -0.300 0.2510
Si -1.398 -1.294 -0.220 0.3952
H 3.948 1.538 -0.442 0.3665
H 3.788 -0.745 -1.733 0.3044
H 2.227 2.009 1.449 0.3746
H 2.244 -2.484 -0.927 0.3081
H 0.561 0.309 1.703 0.3040
H -0.946 0.370 -2.218 0.2262
H -1.857 2.021 -1.509 0.2765
H -0.085 1.644 -1.155 0.1843
H -2.506 0.354 1.496 0.4823
H -1.878 1.934 1.238 0.3421
H -3.180 1.420 0.332 0.4814
H 0.084 -3.178 0.693 0.3697
H -0.106 -1.752 1.946 0.2717
H -1.111 -1.901 -1.575 -0.1954
H -2.624 -1.864 0.525 -0.1826
```



## b
Computed, not measured: a structure of composition C9H15NSi, with wB97M-V/def2-TZVPD.

As for the orbital gap: 9.89 eV. The calculation puts the highest occupied orbital energy at -9.06 eV. As for the LUMO energy: 0.83 eV.

```
26
Properties=species:S:1:pos:R:3:mulliken_charge:R:1
C 3.595 0.595 -0.357 -0.2972
C 3.160 -0.541 -0.935 -0.4161
C 2.923 1.132 0.719 -0.4983
C 2.038 -1.188 -0.490 -0.3966
C 1.765 0.565 1.107 -0.3534
C 1.267 -0.553 0.491 0.3633
C -1.227 0.429 -1.545 -1.1376
C -1.712 1.538 0.615 -1.4678
C -1.617 0.199 -0.091 0.3169
N -1.190 -2.565 0.286 -0.3570
Si -0.458 -1.138 0.867 0.0090
H 4.476 1.205 -0.786 0.2526
H 3.673 -0.813 -1.879 0.2794
H 3.404 1.962 1.294 0.3062
H 1.806 -2.054 -0.971 0.5285
H 1.223 0.797 2.009 0.3857
H -0.118 0.938 -1.719 0.1849
H -1.484 -0.550 -2.132 0.2495
H -1.906 1.289 -1.914 0.4124
H -2.503 2.157 0.203 0.4663
H -0.769 2.267 0.359 0.2207
H -1.801 1.398 1.718 0.3165
H -2.612 -0.281 -0.016 0.3922
H -1.601 -2.646 -0.639 0.2019
H -1.244 -3.302 0.959 0.1826
H -0.584 -1.439 2.750 -0.1447
```



In terms of stability, b leads; the second structure lies 0.0052 hartree higher.